Record 1
A molecular structure, C46H50CaClN6O3S2Te. Source: OMol25; level of theory: ωB97M-V/def2-TZVPD.

Results
LUMO energy (alpha / beta) ... 3.56 / 3.54 eV
Calculated total energy ... -123523.8372 eV
Kohn-Sham gap (alpha / beta) ... 4.92 / 4.90 eV

Structure (ORCA input):
```
! wB97M-V def2-TZVPD RIJCOSX def2/J DEFGRID3
* xyz -2 2
Ca -1.66702 0.09340 1.53898
C -5.34797 0.88311 3.99959
C -4.47814 0.05473 3.09925
N -3.28687 -0.26761 3.45428
O -2.93269 0.26074 4.70452
C -4.95061 -0.32539 1.76810
C -6.40973 -0.44836 1.44802
N -4.04926 -0.50111 0.83202
O -4.45992 -0.77714 -0.35748
H -4.80963 1.80506 4.22452
H -5.52482 0.37550 4.94974
H -6.29756 1.12032 3.52655
H -1.95614 0.31359 4.63402
H -7.00353 -0.66569 2.33810
H -6.53044 -1.25176 0.71913
H -6.80646 0.45748 0.97519
S -2.79725 -5.18284 1.39639
C -2.27057 -4.78840 2.99135
C -2.23374 -5.59865 4.12328
C -1.76622 -5.04603 5.29957
C -1.34705 -3.71124 5.34197
C -1.38490 -2.90823 4.22050
C -1.84972 -3.45233 3.02305
N -1.94016 -2.77531 1.81051
C -2.42813 -3.52951 0.88992
C -2.72009 -3.18968 -0.51569
C -3.87620 -3.73018 -1.07858
C -4.26262 -3.42618 -2.37009
C -3.48339 -2.57098 -3.13176
C -2.31956 -2.04790 -2.59686
C -1.92695 -2.33920 -1.29385
H -2.56333 -6.62905 4.07939
H -1.72617 -5.65332 6.19583
H -0.98570 -3.29239 6.27262
H -1.04336 -1.88018 4.24751
H -4.51520 -4.35150 -0.46384
H -5.18510 -3.83157 -2.76575
H -3.78262 -2.30422 -4.13776
H -1.69662 -1.38035 -3.17965
Cl 0.08409 0.19319 3.77844
C 4.89117 4.14078 -6.50739
C 3.99708 3.78835 -5.34572
C 2.64578 3.53459 -5.52302
C 1.81672 3.20259 -4.44980
C 0.35571 2.95406 -4.74700
C 2.32035 3.09874 -3.14138
Te 0.82644 2.62247 -1.42123
N -0.51237 1.84839 0.32808
C -1.16732 2.65153 1.09607
O -2.15391 2.30129 1.87453
C -0.79077 4.11152 1.22391
C -1.11269 5.04501 0.24418
C -0.73753 6.37548 0.38128
C -0.02663 6.78876 1.49937
C 0.29825 5.86108 2.48342
C -0.08769 4.53581 2.34954
C 2.16257 1.06550 -0.85637
C 2.53088 0.07115 -1.77315
C 1.92609 -0.06192 -3.14546
C 3.49549 -0.87234 -1.41537
C 4.09567 -0.87180 -0.17003
C 5.11204 -1.91898 0.20317
C 3.70263 0.10269 0.73909
C 2.75346 1.06954 0.42290
C 2.42119 2.10574 1.45797
C 3.68655 3.38994 -2.96716
C 4.32876 3.36371 -1.60227
C 4.49727 3.71903 -4.05278
H 4.32584 4.16437 -7.44074
H 5.69917 3.41350 -6.62392
H 5.35510 5.12149 -6.37162
H 2.22277 3.59586 -6.52393
H 0.16009 3.03462 -5.81931
H -0.28336 3.67203 -4.22881
H 0.04381 1.96694 -4.40240
H -1.65929 4.71763 -0.63265
H -0.99048 7.09091 -0.39359
H 0.27575 7.82491 1.60295
H 0.85506 6.17518 3.35971
H 0.15201 3.80717 3.11605
H 0.88932 0.27570 -3.14190
H 1.95911 -1.10703 -3.46408
H 2.46574 0.54379 -3.87702
H 3.75306 -1.65084 -2.12819
H 5.32440 -2.57292 -0.64411
H 4.75198 -2.54497 1.02448
H 6.05176 -1.46536 0.52863
H 4.14798 0.11749 1.73048
H 3.04311 1.97743 2.34512
H 1.37389 2.02350 1.74852
H 2.55743 3.11456 1.05993
H 3.64147 3.75169 -0.84972
H 5.24253 3.96368 -1.59337
H 4.58649 2.34532 -1.30269
H 5.55043 3.93496 -3.88038
C 1.17288 -2.78279 1.99508
N 0.80571 -3.52761 0.82073
C 1.03730 -4.94926 0.73692
C 0.54647 -5.27518 -0.67241
N 0.77962 -4.00893 -1.38158
C 0.65340 -2.96774 -0.43043
S -0.38259 -1.59105 -0.78135
H 0.69258 -3.20438 2.87890
H 0.85235 -1.74682 1.90212
H 2.25953 -2.77664 2.15169
H 0.46987 -5.48587 1.50508
H 2.10345 -5.19318 0.86504
H -0.51646 -5.54430 -0.64615
H 1.10727 -6.08873 -1.13368
H 0.17963 -3.87264 -2.18383
*
```

Here are the Mulliken charges for atoms 1 to 2, given in e: Ca 0.964; C -1.621


Record 2
A molecular structure, C28H24ClN3PPm in a non-equilibrium geometry. Source: OMol25; level of theory: ωB97M-V/def2-TZVPD.

Results
LUMO energy (alpha / beta) ... -7.46 / -7.23 eV
Calculated total energy ... -72239.6477 eV
Kohn-Sham gap (alpha / beta) ... 7.06 / 7.29 eV

Structure (ORCA input):
```
! wB97M-V def2-TZVPD RIJCOSX def2/J DEFGRID3
* xyz 2 5
Pm 0.09300 0.30718 0.51719
Cl 0.11160 1.16688 2.65859
P 0.09680 0.25088 -1.65481
C -1.24860 -0.56752 -2.58391
C -1.08630 -1.29902 -3.76341
C -2.19470 -1.86362 -4.39661
C -3.47070 -1.70032 -3.86061
C -3.63880 -0.98482 -2.67241
C -2.53410 -0.43052 -2.03361
C -0.15150 2.02708 -2.03591
C 0.70500 2.92748 -1.37751
C 0.54690 4.30088 -1.54501
C -0.46280 4.79028 -2.37561
C -1.31260 3.90208 -3.03691
C -1.16280 2.52578 -2.86711
C 1.65710 -0.10772 -2.54541
C 2.73930 -0.59962 -1.80541
C 3.96910 -0.83162 -2.42071
C 4.12940 -0.56132 -3.77991
C 3.06390 -0.04082 -4.51871
C 1.83520 0.19288 -3.90391
H 1.49580 2.54208 -0.73561
H 1.20920 4.98768 -1.02591
H -0.58720 5.86138 -2.50711
H -2.09720 4.28138 -3.68581
H -1.83170 1.83948 -3.37691
H -0.09580 -1.44572 -4.17971
H -2.05650 -2.43882 -5.30791
H -4.33090 -2.13952 -4.35811
H -4.62880 -0.86792 -2.24041
H -2.64640 0.10658 -1.09401
H 2.60410 -0.77732 -0.74061
H 4.80170 -1.21422 -1.83671
H 5.08730 -0.73872 -4.26091
H 3.19540 0.19278 -5.57161
H 1.01930 0.62778 -4.47471
H -0.01540 -6.29042 -5.65631
H 0.72670 -6.25802 -5.62421
N 0.12430 1.45428 10.39959
C 0.00410 1.08028 9.30859
C -0.11310 0.59618 7.94199
C -1.25180 0.80898 7.18919
C -1.40830 0.23368 5.86129
C -0.41000 -0.63402 5.19169
C 0.78390 -0.71502 6.06389
C 0.91470 -0.12722 7.37699
N -0.48390 -1.32992 3.73419
C 0.52940 -2.09552 3.26189
C 0.35530 -2.42372 1.86569
N -0.72100 -1.79712 1.31629
C -1.33010 -1.30642 2.55879
H -2.00680 1.42788 7.69429
H -2.34750 0.51538 5.44049
H 1.67810 -1.22882 5.77649
H 1.82110 -0.23292 7.99679
H 1.39550 -2.35042 3.85989
H 1.09930 -2.93852 1.29569
H -2.16720 -0.60982 2.54469
*
```

Here are the Mulliken charges for atoms 1 to 2, given in e: Pm 1.088; Cl -0.317


Record 3
A single C4H7NO molecule in a non-equilibrium geometry. Source: OMol25; level of theory: ωB97M-V/def2-TZVPD.

Results
SMILES string ... CN1C[C@H]1C=O
LUMO energy ... 0.94 eV
Calculated total energy ... -7796.5410 eV
Kohn-Sham gap ... 10.01 eV

Structure (ORCA input):
```
! wB97M-V def2-TZVPD RIJCOSX def2/J DEFGRID3
* xyz 0 1
C 1.67070 0.36264 -0.43864
N 0.58089 0.38405 0.48649
C -0.65848 1.01782 0.40443
C -0.46432 -0.55079 0.69418
C -1.31498 -1.26374 -0.28185
O -2.01339 -2.20892 0.01337
H 2.22322 1.29412 -0.29392
H 1.41239 0.24942 -1.50173
H 2.30668 -0.46957 -0.12752
H -1.04555 1.59104 1.23898
H -0.94891 1.44778 -0.57917
H -0.36555 -1.08762 1.65243
H -1.38269 -0.76623 -1.26704
*
```

Here are the Mulliken charges for atoms 1 to 2, given in e: C -0.784; N -0.067


Record 4
A single C18H23NO4 molecule. Source: OMol25; level of theory: ωB97M-V/def2-TZVPD.

Results
SMILES string ... Cc1ccccc1NC(=O)[C@H]1CC(=O)O[C@]12CCOC(C)(C)C2
LUMO energy ... 0.42 eV
Calculated total energy ... -28720.7287 eV
Kohn-Sham gap ... 9.36 eV

Structure (ORCA input):
```
! wB97M-V def2-TZVPD RIJCOSX def2/J DEFGRID3
* xyz 0 1
C -2.99138 -0.45406 0.37775
C -3.18655 0.68030 -0.57061
C -4.46701 1.16433 -0.82052
C -4.69995 2.18927 -1.71667
C -3.63790 2.75403 -2.40229
C -2.35755 2.29680 -2.16389
C -2.12104 1.27983 -1.24206
N -0.77157 0.87639 -1.08133
C -0.05207 0.79529 0.06641
O -0.51124 0.89811 1.18114
C 1.45234 0.67515 -0.19303
C 2.23330 1.72034 0.60189
C 3.60271 1.07876 0.74780
O 4.62875 1.61628 1.04168
O 3.51405 -0.22869 0.47585
C 2.15609 -0.64053 0.23106
C 2.17637 -1.68065 -0.88667
C 0.76540 -2.24906 -1.10490
O -0.08005 -2.09388 0.01019
C 0.53008 -2.33343 1.27797
C -0.58142 -2.17161 2.31541
C 1.08693 -3.76090 1.37249
C 1.62911 -1.27353 1.52764
H -3.90787 -1.03086 0.47641
H -2.18406 -1.10411 0.04960
H -2.72120 -0.06286 1.35743
H -5.29938 0.71060 -0.30226
H -5.70627 2.53971 -1.88960
H -3.80396 3.54631 -3.11637
H -1.52167 2.73480 -2.69288
H -0.24334 0.92509 -1.94147
H 1.65607 0.81741 -1.26051
H 1.79386 1.86303 1.59241
H 2.30416 2.69082 0.11494
H 2.55543 -1.23863 -1.80892
H 2.87505 -2.46363 -0.59078
H 0.25262 -1.71723 -1.91175
H 0.83258 -3.30879 -1.38967
H -1.39213 -2.86191 2.10070
H -0.19048 -2.37433 3.30830
H -0.96475 -1.15764 2.28403
H 0.31473 -4.46984 1.08187
H 1.95390 -3.90960 0.73582
H 1.37824 -3.96767 2.39845
H 2.47973 -1.73507 2.03166
H 1.23523 -0.48795 2.17150
*
```

Here are the Mulliken charges for atoms 1 to 2, given in e: C -0.992; C 0.975


Record 5
A single HNP4 molecule in a non-equilibrium geometry. Source: OMol25; level of theory: ωB97M-V/def2-TZVPD.

Results
SMILES string ... N#P=P[PH]#P
LUMO energy (alpha / beta) ... -2.88 / -2.87 eV
Calculated total energy ... -38655.6076 eV
Kohn-Sham gap (alpha / beta) ... 5.27 / 5.04 eV

Structure (ORCA input):
```
! wB97M-V def2-TZVPD RIJCOSX def2/J DEFGRID3
* xyz 0 1
N -1.60419 3.08822 0.93290
P -1.34312 3.55598 -0.49316
P -0.07930 1.87664 -1.32473
P -0.48360 0.80048 0.51036
P -1.60522 0.13065 2.01267
H 0.67121 -0.23269 0.32844
*
```

Here are the Mulliken charges for atoms 1 to 2, given in e: N -0.361; P 0.240